2 unconnected molecules or ions with the total composition C3H5OP in a non-equilibrium geometry. Source: the OMol25 dataset; level of theory: wB97M-V/def2-TZVPD.

Output
E_LUMO (alpha / beta) = 0.9 / -3.1 eV
Frontier orbital gap (alpha / beta) = 7.65 / 7.62 eV
Spin multiplicity = 3
Calculated total energy = -533.6490 Eh
Relative energy (zero: lowest compared OMol25 entry of this formula, charge and spin) = 79.2 kcal per mole

Each line ends with the Mulliken spin population.
Element x y z (Å)
C -1.945 -1.636 -0.135  0.10
C -1.114 -0.795 -0.100  0.00
C 1.433 0.463 -0.431  0.07
O -1.140 1.811 -0.279  0.40
P -0.246 0.732 0.179  0.51
H -2.708 -2.296 0.205  0.00
H 1.726 -0.426 0.062  -0.01
H 1.630 0.249 -1.567  0.03
H 2.095 1.316 -0.084  0.00
H 0.268 0.583 2.149  0.90

***

2 unconnected molecules or ions with the total composition C3H5P in a non-equilibrium geometry. Source: the OMol25 dataset; level of theory: wB97M-V/def2-TZVPD.

Output
E_LUMO (alpha / beta) = -1.5 / -1.5 eV
Frontier orbital gap (alpha / beta) = 7.40 / 7.41 eV
Calculated total energy = -458.4688 Eh
Relative energy (zero: lowest compared OMol25 entry of this formula, charge and spin) = 70.7 kcal per mole

Each line ends with the Mulliken charge.
Element x y z (Å)
C 0.898 -0.724 0.031  -0.15
C 1.105 -1.883 0.198  -0.05
C 0.706 0.637 -0.332  -0.87
P -3.203 0.363 0.685  0.02
H 1.255 -2.919 0.103  0.41
H -2.388 1.517 0.604  0.00
H 1.423 1.334 -0.054  0.33
H -0.186 0.943 0.183  0.06
H 0.389 0.731 -1.418  0.24

***

A molecular structure, C3H66AlINO31. Source: the OMol25 dataset; level of theory: wB97M-V/def2-TZVPD.

Output
E_LUMO = 1.7 eV
Frontier orbital gap = 7.38 eV
Total charge = -1
Calculated total energy = -3081.2583 Eh
Relative energy (zero: lowest compared OMol25 entry of this formula, charge and spin) = 0.0 kcal per mole

Each line ends with the Mulliken charge.
Element x y z (Å)
O -0.254 -0.151 -3.245  -0.30
N -0.767 0.754 -3.872  -0.06
O -1.357 1.632 -3.122  -0.27
Al -3.012 1.255 -2.229  0.50
C -4.512 2.374 -2.966  -0.80
C -5.948 1.943 -2.589  -0.30
C -6.188 0.456 -2.428  -1.03
I -5.669 -0.327 -0.518  -0.02
H -3.282 -0.312 -2.476  -0.38
H -2.824 1.577 -0.669  -0.24
H -4.440 2.470 -4.054  0.41
H -4.360 3.380 -2.565  0.34
H -6.629 2.257 -3.381  0.16
H -6.281 2.474 -1.697  0.23
H -5.636 -0.125 -3.161  0.39
H -7.243 0.213 -2.534  0.49
O 2.056 1.891 -4.846  -0.65
H 1.319 1.317 -4.595  0.39
H 1.902 2.703 -4.353  0.30
O -1.637 -1.914 -0.461  -0.52
H -1.333 -1.585 -1.315  0.17
H -0.945 -1.666 0.159  0.28
O -4.235 1.037 2.637  -0.70
H -4.201 0.247 3.190  0.34
H -4.961 0.862 2.024  0.21
O 0.501 1.871 -0.645  -0.57
H 0.599 1.112 -0.055  0.29
H -0.228 1.584 -1.216  0.07
O -4.939 1.507 5.270  -0.58
H -4.628 2.124 5.938  0.29
H -4.739 1.901 4.404  0.35
O 0.248 -3.053 -3.535  -0.61
H 0.104 -2.107 -3.395  0.39
H 1.207 -3.123 -3.606  0.33
O 3.118 0.540 -0.344  -0.49
H 3.816 1.032 0.104  0.28
H 2.525 1.222 -0.684  0.29
O 2.531 -2.713 -5.278  -0.61
H 3.271 -2.507 -5.871  0.29
H 1.927 -1.972 -5.392  0.32
O -5.370 -0.744 7.076  -0.68
H -5.452 -0.167 6.301  0.36
H -5.308 -0.137 7.820  0.31
O 2.912 2.949 1.785  -0.61
H 2.976 2.131 2.303  0.33
H 2.199 2.763 1.160  0.32
O 3.533 0.737 3.405  -0.64
H 3.748 -0.201 3.417  0.27
H 4.235 1.177 3.895  0.27
O -2.366 0.085 6.612  -0.64
H -2.336 0.276 5.667  0.33
H -3.273 -0.224 6.749  0.31
O 4.708 -2.455 -7.142  -0.64
H 4.877 -3.276 -7.618  0.31
H 5.547 -1.988 -7.127  0.30
O 5.733 -0.921 1.865  -0.62
H 6.208 -0.471 1.161  0.29
H 4.958 -1.304 1.434  0.32
O 5.264 -3.961 -4.429  -0.65
H 4.341 -3.740 -4.614  0.37
H 5.450 -3.548 -3.580  0.30
O -4.549 -2.642 1.799  -0.59
H -3.996 -2.433 1.033  0.30
H -4.776 -3.570 1.690  0.27
O 2.884 -1.738 1.604  -0.49
H 2.764 -2.656 1.872  0.22
H 1.995 -1.426 1.397  0.20
O -1.006 4.443 -1.466  -0.59
H -0.568 3.613 -1.245  0.33
H -0.359 5.125 -1.272  0.26
O 6.595 -6.732 -4.093  -0.62
H 7.381 -6.547 -4.615  0.32
H 6.027 -5.967 -4.249  0.32
O 5.104 -6.043 -6.764  -0.62
H 5.313 -5.385 -6.092  0.28
H 4.257 -6.403 -6.485  0.34
O 0.225 1.761 6.898  -0.64
H 0.276 1.972 5.958  0.32
H -0.675 1.440 7.024  0.32
O -8.320 3.824 -4.279  -0.63
H -7.945 4.109 -5.117  0.31
H -9.107 3.323 -4.512  0.30
O 0.895 -2.197 3.817  -0.65
H 0.617 -1.895 4.693  0.35
H 1.761 -1.794 3.697  0.26
O 0.463 3.445 3.749  -0.57
H 1.117 3.386 3.042  0.36
H 0.330 4.396 3.819  0.28
O 4.839 5.080 1.095  -0.63
H 4.092 4.520 1.351  0.34
H 4.862 5.782 1.751  0.30
O 1.169 -2.819 -0.591  -0.52
H 1.233 -3.548 0.040  0.31
H 0.502 -3.092 -1.233  0.29
O 0.857 6.090 2.289  -0.57
H 1.536 6.000 1.613  0.30
H 0.724 7.038 2.388  0.28
O 0.981 -4.574 1.969  -0.63
H 0.090 -4.936 1.968  0.31
H 0.929 -3.829 2.587  0.38
O 1.238 -1.024 6.432  -0.59
H 0.739 -0.751 7.208  0.29
H 2.048 -0.508 6.463  0.28